The following is a DFT calculation (ωB97M-V/def2-TZVPD) of a 2-piece molecular cluster, C3H10NO3 overall.

The geometry in ORCA input format:
```
! wB97M-V def2-TZVPD RIJCOSX def2/J DEFGRID3
* xyz 1 1
H -1.47 -0.79 -1.34
H -2.76 0.32 -1.44
C -1.23 0.80 0.03
O 0.12 0.69 -0.56
H 2.12 0.10 1.85
H -1.30 0.62 1.08
O 2.33 0.57 -0.65
H 1.77 -1.84 0.42
H 0.57 0.85 2.01
H -1.54 1.91 -0.12
H 0.41 -2.36 -0.17
N 1.33 0.54 1.44
H 2.18 0.67 -1.57
C -2.07 -0.22 -0.74
O 1.14 -1.76 -0.29
C 1.21 0.60 0.07
H -2.79 -0.70 -0.03
*
```

Calculated values
- Kohn-Sham gap (eV) = 12.512
- E_tot (a.u.) = -400.5144
- ΔE to the lowest compared entry with this formula, charge and spin (kJ/mol) = 184.6

=====

The following is a DFT calculation (ωB97M-V/def2-TZVPD) of a 6-piece molecular cluster, C26H46N3O15 overall.

The geometry in ORCA input format:
```
! wB97M-V def2-TZVPD RIJCOSX def2/J DEFGRID3
* xyz -1 1
C -6.19 0.94 5.42
H -3.06 2.33 0.86
H 1.51 -4.27 -3.83
C 0.76 -2.72 -2.52
H -0.79 5.45 -5.25
O 2.69 -3.92 -2.18
H -6.86 0.10 5.22
H -0.04 4.37 -4.09
H -1.33 -2.24 -2.56
H -1.60 0.31 4.37
H 2.49 -2.78 -3.88
N -0.46 -1.25 5.16
H -3.18 4.60 -0.15
H 2.31 1.40 4.40
H 5.51 -4.64 -3.27
C 2.65 5.01 -4.82
O -2.64 3.88 -3.85
H -6.72 1.72 5.96
H -1.95 -1.84 1.87
H 1.20 4.35 -6.27
H -1.32 -2.61 0.41
H -4.42 1.32 6.61
C 2.88 6.53 -6.48
H 1.06 -1.71 -2.23
O -4.38 4.64 -2.63
H 5.08 -3.51 -1.97
C 7.16 -4.25 -1.92
H -0.56 0.71 5.77
C -4.91 0.48 6.11
H 0.24 6.12 -3.96
C 7.64 -2.93 -3.70
O 8.15 -3.89 -2.90
O 1.55 6.37 -6.29
O 8.26 -2.32 -4.51
O 3.37 7.34 -7.19
H -0.90 -3.72 -3.44
N -1.05 -2.03 4.10
C 5.88 -3.84 -2.63
H 7.32 -3.60 -1.05
C -1.09 -0.47 0.46
C -0.58 -2.70 -3.20
C 7.27 -5.70 -1.55
H 0.12 0.46 2.95
H -0.52 -2.13 -4.13
O 0.69 -3.49 -1.31
H -5.66 -0.46 7.88
H -5.42 5.11 -0.92
H -5.47 -1.55 6.49
C -1.12 -1.83 1.15
H 0.74 -1.26 2.09
O -4.10 0.14 4.97
H 2.26 -0.02 3.36
H -5.65 3.45 -1.53
H 8.24 -5.91 -1.10
O 6.32 -2.76 -3.46
H 1.80 -0.19 5.05
H -1.74 -2.66 4.50
H -0.45 -3.83 3.18
C -0.62 0.12 4.84
C -3.98 2.67 0.40
C -0.11 -2.79 3.31
N 0.35 0.78 3.89
O -3.97 0.89 2.85
O 2.22 -4.61 -0.08
C 0.16 -2.17 1.93
H 2.96 3.98 -4.65
C -4.52 0.83 3.90
H 0.85 -2.83 3.85
H -0.08 -0.22 0.11
H -4.62 3.05 1.20
C 1.32 5.16 -5.54
C 1.89 -4.06 -1.08
C -5.03 -0.71 7.02
C -4.93 4.25 -1.37
H 7.14 -6.33 -2.43
O -5.71 1.46 4.18
C -3.24 3.92 -2.82
H 2.66 5.56 -3.88
C 1.88 -3.42 -3.25
H -1.76 -0.43 -0.41
O -2.89 3.28 -1.70
H 6.49 -5.95 -0.82
C 1.74 0.49 4.19
H 0.78 -2.84 1.33
H -4.47 1.82 -0.07
H -4.04 -1.00 7.38
C -3.72 3.76 -0.61
C 0.11 5.28 -4.66
O 3.57 5.63 -5.73
H -1.40 0.32 1.15
*
```

Calculated values
- Kohn-Sham gap (eV) = 3.893
- E_tot (a.u.) = -2311.1894

=====

The following is a DFT calculation (ωB97M-V/def2-TZVPD) of one molecule with the formula C5H3NS2.

The geometry in ORCA input format:
```
! wB97M-V def2-TZVPD RIJCOSX def2/J DEFGRID3
* xyz 0 1
H -0.48 -2.75 0.17
C -0.38 1.20 -0.02
S 2.42 1.20 0.09
N -1.63 -0.82 -0.01
H -2.49 0.89 -0.12
C -0.58 -1.62 0.01
C -1.59 0.47 0.01
H -0.37 2.27 -0.42
S 3.75 -0.23 -0.03
C 0.75 0.36 0.16
C 0.62 -0.97 0.15
*
```

Calculated values
- Kohn-Sham gap (spin up / spin down) (eV) = 7.247 / 7.587
- E_tot (a.u.) = -1043.3192
- ΔE to the lowest compared entry with this formula, charge and spin (kJ/mol) = 40.4

=====

The following is a DFT calculation (ωB97M-V/def2-TZVPD) of a 2-piece molecular cluster, C4H11NO overall.

The geometry in ORCA input format:
```
! wB97M-V def2-TZVPD RIJCOSX def2/J DEFGRID3
* xyz 0 1
H 1.60 1.64 -0.67
C -1.00 1.60 0.69
H -1.17 -2.07 0.83
N 0.24 1.42 0.87
H -1.62 -2.81 -0.72
H 0.49 -1.76 -1.74
H 0.99 -0.32 0.56
H -1.35 2.43 0.08
C 0.10 -1.45 -0.77
H -1.72 0.92 1.12
C 1.15 2.26 0.10
C -0.78 -2.50 -0.09
H 0.65 3.12 -0.34
O 1.18 -1.13 0.09
H -0.52 -0.56 -0.94
H 1.95 2.59 0.77
H -0.19 -3.38 0.17
*
```

Calculated values
- SMILES string = C=NC.CCO
- Kohn-Sham gap (eV) = 10.781
- E_tot (a.u.) = -288.9540
- ΔE to the lowest compared entry with this formula, charge and spin (kJ/mol) = 165.4

=====

The following is a DFT calculation (ωB97M-V/def2-TZVPD) of C4H7CaO2 as an isolated structure.

The geometry in ORCA input format:
```
! wB97M-V def2-TZVPD RIJCOSX def2/J DEFGRID3
* xyz 0 2
O 3.11 0.45 1.16
H 0.83 0.44 2.02
H 3.23 -0.12 -0.84
H -1.68 0.45 0.34
H 3.72 -0.02 1.74
Ca 0.10 1.84 -2.39
H -0.40 -0.94 1.78
C 0.15 -0.10 1.34
C -0.64 0.77 0.54
H 1.50 -2.04 0.09
H 0.54 -1.12 -0.62
C 1.39 -0.95 0.05
O -0.15 1.58 -0.30
C 2.72 -0.39 0.10
*
```

Calculated values
- ⟨S²⟩ = 1.760
- Kohn-Sham gap (spin up / spin down) (eV) = 4.754 / 5.735
- E_tot (a.u.) = -984.4549

=====

The following is a DFT calculation (ωB97M-V/def2-TZVPD) of C34H46B3F9O33S2 as an isolated structure.

The geometry in ORCA input format:
```
! wB97M-V def2-TZVPD RIJCOSX def2/J DEFGRID3
* xyz 0 1
H -6.29 -4.09 7.94
O -5.98 -5.04 6.13
H -9.62 -8.06 6.63
B -3.61 -2.44 2.10
O -2.37 5.72 -6.22
H 2.75 1.17 0.62
H -1.45 -3.66 3.30
C 6.96 -3.31 -1.12
H -5.01 -2.18 7.23
C -8.93 -7.46 7.22
C -0.92 -4.33 1.30
O 3.01 10.65 -7.74
H -7.34 -3.54 6.63
C -4.67 -4.96 5.83
C -2.56 4.30 -6.13
C -0.58 -4.39 -4.22
H -0.03 9.86 -7.06
H 1.24 0.16 -2.38
O -3.05 -1.61 1.15
O -9.16 -6.07 7.02
S -4.00 -0.04 -0.95
C 2.29 11.78 -7.95
H -3.35 -1.00 -1.64
H 2.17 -4.79 -2.77
H -3.94 -4.40 2.92
O 2.75 12.84 -8.21
F 1.31 -2.18 3.11
O 3.60 -3.76 -1.36
O 5.81 -4.16 -1.30
O 2.13 9.38 -4.65
H 0.80 -4.25 -1.79
H 0.68 2.85 -1.99
O -0.57 7.02 -6.61
O 5.52 2.36 -0.51
O -0.81 -5.60 -3.64
H 5.25 0.33 -0.11
H -3.58 -4.44 1.19
O 6.26 -1.09 3.89
F 0.96 -4.47 2.70
O 3.34 2.88 -0.42
F 2.49 -2.47 1.27
C 4.86 1.29 0.20
H -5.56 -2.33 5.55
C 5.35 -1.22 5.00
F -0.51 -1.66 1.90
C 1.09 -4.71 -2.74
O -8.79 -6.33 9.21
H 0.16 -6.56 -2.07
O -1.31 -3.85 -4.98
O -0.32 4.83 -6.13
B -4.56 -0.50 2.95
H -0.03 1.62 -0.93
C -1.66 1.09 -3.14
H -7.91 -7.70 6.92
C 3.42 1.48 -0.18
H -1.82 -5.31 2.94
H 3.61 0.04 5.33
O 0.61 -3.88 -3.81
S 0.95 -2.11 1.56
O 3.23 9.47 -2.68
C 6.40 -2.22 -0.25
H -10.19 -7.82 8.96
O -4.02 -5.85 5.36
C -8.94 -5.44 8.20
H 7.77 -3.86 -0.64
O 3.01 7.51 -3.74
H -3.37 4.06 -5.45
F 1.28 -4.54 0.66
O -2.76 0.91 -3.54
H -8.53 -8.39 9.15
C -1.84 -4.31 2.52
H 5.13 -2.26 5.20
C 5.91 0.02 3.20
H 3.45 -1.06 3.95
C 3.93 7.28 -2.67
H 2.40 8.66 -7.60
H -2.79 3.91 -7.12
H 3.74 6.33 -2.19
H 6.87 -1.26 -0.44
H -4.68 0.14 3.94
H -0.94 2.85 -5.99
C 4.59 3.32 -0.73
H 0.95 -6.67 -3.65
H 3.15 0.94 -1.09
C 2.13 9.65 -7.23
H 2.19 9.64 -6.14
F -1.40 -3.68 0.26
O -4.53 0.18 1.75
O 5.02 -2.18 -0.61
O 4.73 0.52 3.64
F 1.35 -0.58 1.58
C 2.73 8.84 -3.78
F -0.88 -5.63 0.91
H 6.48 -2.44 0.82
H 5.04 1.42 1.25
O -4.47 -1.88 3.02
O 6.56 0.50 2.33
B -3.86 -0.55 0.80
F 0.73 -1.99 0.03
H 0.55 9.72 -8.73
C 0.78 10.11 -7.73
O -0.64 0.21 -3.28
C 0.07 1.95 -1.96
C -6.34 -3.86 6.87
O 4.83 4.41 -1.16
O -8.88 -4.26 8.33
C 3.67 8.46 -1.77
C -1.04 5.96 -6.34
C 0.55 -3.97 1.59
O 0.96 11.53 -7.82
H 2.88 8.26 -1.04
O -4.17 -3.73 6.12
O -1.24 2.21 -2.48
C -9.15 -7.62 8.71
H 7.29 -2.95 -2.09
H 5.81 -0.78 5.88
C 0.39 -6.02 -2.98
C -3.30 -3.99 2.14
C 4.70 -3.40 -1.11
C -5.28 -2.88 6.44
C -1.21 3.83 -5.62
H 4.94 7.28 -3.08
H 4.57 8.79 -1.24
C 4.15 -0.44 4.52
H 1.07 1.25 -3.77
H -1.15 3.84 -4.53
C 0.57 0.86 -2.88
*
```

Calculated values
- Kohn-Sham gap (eV) = 9.113
- E_tot (a.u.) = -5576.1731
- ΔE to the lowest compared entry with this formula, charge and spin (kJ/mol) = 0.0